Entry 1:
A 3-piece molecular cluster, C4H16N2O2 overall at a distorted geometry, computed with the ωB97M-V functional and the def2-TZVPD basis.

HOMO energy: -0.6674 Ha
Kohn-Sham gap: 11.85 eV
total charge: +2
energy above the lowest of the compared OMol25 structures with the same formula, charge and spin: 8.2 kcal/mol

Last column: Löwdin charge in e.
Cartesian coordinates (Å):
C -0.711030 -0.356359 0.434240  -0.136
C -0.820065 0.135057 -1.001377  -0.119
C -0.135176 1.481657 -1.140515  -0.291
C -0.546822 2.584722 -0.568941  0.144
N 1.009217 1.553752 -2.082216  0.247
N -1.414835 -1.679666 0.652081  0.199
H 0.332102 -0.522917 0.717548  0.119
H -1.078104 0.355321 1.160408  0.139
H -0.453660 -0.585301 -1.729278  0.128
H -1.864342 0.268446 -1.280050  0.139
H -0.090124 3.567141 -0.591917  0.106
H -1.440267 2.581623 0.047819  0.107
H 0.858383 0.982259 -2.918243  0.182
H 1.867952 1.188992 -1.649533  0.136
H 1.153460 2.508348 -2.423363  0.186
H -1.175384 -2.010252 1.618579  0.097
H -2.410816 -1.516561 0.572134  0.172
H -1.092736 -2.356467 -0.041019  0.176
H -0.919288 -2.779587 3.939560  0.096
H 0.357979 -2.812956 3.095079  0.087
O -0.536595 -2.440179 3.117538  -0.027
H 3.272510 0.354394 0.643986  0.082
H 3.167945 -0.605095 -0.502037  0.074
O 2.669696 0.103627 -0.070483  -0.041

Force components x, y, z for each atom (eV/Å):
0.907 -0.675 0.153
-0.210 0.423 -0.035
-0.237 -0.217 -0.548
-0.459 0.702 0.735
0.084 -0.276 -0.223
0.542 1.144 -0.143
-0.043 -0.004 -0.215
-0.439 0.105 0.020
0.358 -0.188 0.090
-0.193 0.096 0.071
0.262 -0.132 -0.435
0.076 -0.243 0.012
-0.190 0.023 -0.008
0.262 0.085 0.405
0.118 0.016 0.225
-0.124 -0.316 0.168
-0.425 -0.434 -0.060
-0.288 -0.148 0.124
-0.122 0.113 -0.130
-0.186 0.072 0.099
0.356 -0.176 -0.040
-0.177 0.279 0.031
-0.079 -0.028 -0.037
0.204 -0.221 -0.259

Entry 2:
A 3-piece molecular cluster, C4H16N2O2 overall at a distorted geometry, computed with the ωB97M-V functional and the def2-TZVPD basis.

HOMO energy: -0.6696 Ha
Kohn-Sham gap: 11.85 eV
total charge: +2
energy above the lowest of the compared OMol25 structures with the same formula, charge and spin: 15.0 kcal/mol

Last column: Löwdin charge in e.
Cartesian coordinates (Å):
C 0.612914 -0.876739 -0.098907  -0.127
C 1.031808 0.039306 1.028603  -0.137
C 0.593083 1.459746 0.813402  -0.306
C 1.401645 2.365178 0.334033  0.153
N -0.815008 1.765046 1.079663  0.221
N 0.975375 -2.336056 0.218773  0.215
H -0.457975 -0.880301 -0.277047  0.130
H 1.096036 -0.634093 -1.037391  0.141
H 0.662020 -0.306936 2.005898  0.139
H 2.113216 0.076339 1.177585  0.140
H 1.221113 3.408892 0.103745  0.106
H 2.437302 2.142808 0.120471  0.104
H -1.051165 1.657427 2.067736  0.186
H -1.535793 1.333514 0.441523  0.126
H -1.026385 2.751337 0.886394  0.174
H 0.698920 -2.898891 -0.602006  0.122
H 1.986318 -2.374445 0.333371  0.179
H 0.451756 -2.523628 1.054775  0.162
H 0.206677 -2.817292 -3.236840  0.082
H -0.597085 -3.653204 -2.199785  0.077
O -0.100429 -2.837863 -2.326217  -0.031
H -3.184403 1.596229 -1.399739  0.086
H -3.764222 1.693566 0.009931  0.089
O -2.955717 1.850062 -0.497970  -0.028

Force components x, y, z for each atom (eV/Å):
0.147 -0.687 -0.242
-0.027 0.158 1.007
0.044 -0.621 -0.392
0.951 1.220 -0.472
-0.497 0.828 -0.107
-0.063 2.026 -0.870
-0.123 0.009 0.001
0.109 0.098 -0.091
-0.188 -0.129 -0.197
-0.001 -0.138 -0.319
-0.680 -0.036 0.200
0.049 -0.440 0.106
-0.136 -0.396 0.033
0.174 -0.106 0.320
0.369 0.118 -0.013
-0.093 -0.066 -0.081
0.032 -0.462 0.400
0.108 -0.994 0.597
0.001 -0.187 -0.172
-0.148 -0.114 -0.515
0.088 0.070 0.818
0.006 0.109 -0.133
-0.079 0.146 -0.113
-0.042 -0.406 0.235